1.
Entry from the OMol25 dataset: a molecular structure, C21H23ClN6O9SeV (the ωB97M-V functional and the def2-TZVPD basis).

Element x y z (Å)
V (0.396, 0.233, 0.240)
C (-0.451, -3.242, -1.939)
N (-1.097, -3.373, -0.634)
C (-1.822, -4.621, -0.416)
C (-0.986, -2.433, 0.279)
O (-0.318, -1.401, 0.056)
C (-1.627, -2.551, 1.661)
O (-1.235, -1.474, 2.471)
C (-2.238, -0.594, 2.947)
C (-2.876, 0.217, 1.815)
O (-2.656, -0.111, 0.653)
N (-3.640, 1.268, 2.139)
C (-4.176, 2.094, 1.067)
C (-3.956, 1.671, 3.498)
H (-1.185, -3.473, -2.708)
H (0.378, -3.946, -2.001)
H (-0.076, -2.231, -2.064)
H (-2.553, -4.747, -1.214)
H (-2.343, -4.618, 0.535)
H (-1.123, -5.457, -0.440)
H (-1.253, -3.473, 2.122)
H (-2.712, -2.628, 1.550)
H (-1.719, 0.063, 3.643)
H (-3.008, -1.143, 3.504)
H (-3.501, 2.062, 0.214)
H (-4.258, 3.117, 1.430)
H (-5.161, 1.745, 0.755)
H (-3.688, 0.902, 4.214)
H (-5.029, 1.845, 3.584)
H (-3.433, 2.593, 3.759)
O (1.331, 3.270, 2.470)
Cl (0.588, 2.717, 1.406)
O (-0.372, 3.591, 0.863)
O (-0.091, 1.426, 1.874)
O (1.489, 2.151, 0.354)
O (-0.782, 1.483, -1.244)
C (0.215, 1.349, -1.966)
N (1.136, 0.412, -1.591)
C (2.272, 0.526, -2.413)
O (3.301, -0.085, -2.297)
C (1.936, 1.568, -3.445)
C (2.693, 2.063, -4.485)
C (2.129, 3.082, -5.250)
C (0.859, 3.584, -4.969)
C (0.106, 3.086, -3.910)
C (0.673, 2.069, -3.169)
H (3.682, 1.680, -4.688)
H (2.690, 3.501, -6.073)
H (0.459, 4.381, -5.581)
H (-0.875, 3.476, -3.679)
Se (3.800, -3.123, -0.972)
N (4.967, -2.376, 0.116)
C (4.280, -1.539, 0.871)
C (4.823, -0.793, 1.960)
C (3.966, -0.040, 2.687)
C (2.602, 0.070, 2.293)
N (2.055, -0.548, 1.278)
C (2.870, -1.452, 0.606)
N (2.407, -2.252, -0.329)
H (5.879, -0.857, 2.185)
H (4.298, 0.535, 3.539)
H (1.960, 0.750, 2.840)

Energy relative to the best compared isomer or geometry (same formula, charge and spin) ... 1.306 eV
Kohn-Sham gap (alpha / beta) ... 7.99 / 7.97 eV
Total energy ... -153064.1753 eV
Multiplicity ... 3
Charge ... +1
HOMO (alpha / beta) ... -11.88 / -11.90 eV

2.
Entry from the OMol25 dataset: 6 unconnected molecules or ions with the total composition C48H106Br2N8O9P (the ωB97M-V functional and the def2-TZVPD basis).

Element x y z (Å)
C (3.240, -1.472, 3.641)
C (2.094, -1.729, 3.409)
C (0.735, -2.167, 3.120)
C (0.630, -2.665, 1.683)
C (0.857, -1.564, 0.635)
N (0.240, -0.275, 0.928)
C (-0.836, 0.212, 0.361)
N (-1.333, 1.412, 0.711)
O (-0.447, 2.239, 1.403)
C (0.582, 2.803, 0.557)
C (1.255, 3.933, 1.335)
C (2.474, 3.499, 2.155)
C (2.312, 2.184, 2.916)
C (-2.169, 2.121, -0.297)
C (-2.546, 3.513, 0.253)
Br (-3.133, 4.636, -1.237)
C (-3.607, 3.536, 1.361)
C (-3.213, 2.782, 2.617)
Br (-3.918, 5.399, 1.912)
C (-3.333, 1.234, -0.777)
C (-3.762, 1.495, -2.249)
C (-5.228, 1.914, -2.387)
C (-6.180, 0.804, -1.870)
C (-7.114, 1.386, -0.819)
O (-7.874, 0.379, -0.145)
C (-7.354, -0.142, 0.994)
C (-6.892, 0.797, 2.079)
O (-7.335, -1.334, 1.151)
C (-2.969, -0.275, -0.567)
C (-3.603, -0.779, 0.743)
C (-2.912, -1.925, 1.466)
C (-3.714, -2.291, 2.742)
C (-2.972, -1.868, 4.002)
C (-3.993, -3.795, 2.777)
N (-1.506, -0.506, -0.589)
P (-0.797, -0.393, -2.220)
C (-0.766, -2.177, -2.665)
O (0.786, -0.090, -1.864)
H (4.263, -1.358, 3.907)
H (0.040, -1.343, 3.281)
H (0.465, -2.965, 3.807)
H (1.390, -3.419, 1.488)
H (-0.337, -3.137, 1.519)
H (1.929, -1.382, 0.586)
H (0.568, -1.929, -0.340)
H (0.700, 0.309, 1.618)
H (1.338, 2.065, 0.296)
H (0.169, 3.219, -0.362)
H (1.548, 4.684, 0.606)
H (0.500, 4.367, 1.992)
H (3.353, 3.501, 1.513)
H (2.651, 4.282, 2.891)
H (1.299, 2.090, 3.305)
H (2.545, 1.328, 2.285)
H (2.985, 2.170, 3.768)
H (-1.529, 2.308, -1.162)
H (-1.670, 4.026, 0.631)
H (-4.572, 3.193, 1.005)
H (-3.193, 1.715, 2.396)
H (-3.936, 2.925, 3.411)
H (-2.211, 3.045, 2.939)
H (-4.221, 1.384, -0.170)
H (-3.627, 0.609, -2.866)
H (-3.111, 2.250, -2.681)
H (-5.426, 2.057, -3.446)
H (-5.418, 2.835, -1.843)
H (-6.806, 0.429, -2.673)
H (-5.621, -0.053, -1.494)
H (-7.830, 2.018, -1.342)
H (-6.567, 2.042, -0.143)
H (-6.049, 1.395, 1.742)
H (-7.690, 1.482, 2.359)
H (-6.596, 0.225, 2.948)
H (-3.395, -0.870, -1.369)
H (-4.596, -1.139, 0.475)
H (-3.756, 0.028, 1.455)
H (-1.924, -1.617, 1.804)
H (-2.803, -2.809, 0.840)
H (-4.662, -1.755, 2.730)
H (-3.610, -1.930, 4.881)
H (-2.618, -0.835, 3.944)
H (-2.107, -2.508, 4.189)
H (-4.693, -4.059, 1.987)
H (-4.367, -4.125, 3.741)
H (-3.062, -4.325, 2.568)
H (0.123, -2.406, -3.250)
H (-1.666, -2.409, -3.225)
H (-0.737, -2.806, -1.775)
H (1.352, -0.641, -2.430)
C (5.937, -3.354, -1.031)
C (4.663, -2.850, -0.363)
C (3.370, -3.389, -0.981)
O (2.993, -2.815, -2.222)
C (3.659, -3.326, -3.366)
N (4.697, -1.381, -0.333)
H (6.157, -2.834, -1.964)
H (6.789, -3.191, -0.371)
H (5.877, -4.424, -1.243)
H (4.678, -3.202, 0.674)
H (2.555, -3.137, -0.295)
H (3.390, -4.483, -1.063)
H (3.858, -4.396, -3.266)
H (4.593, -2.795, -3.555)
H (3.007, -3.171, -4.226)
H (3.919, -1.035, 0.221)
H (4.512, -1.043, -1.275)
C (-11.960, 0.248, -5.102)
C (-10.985, 1.418, -5.179)
C (-9.511, 1.025, -5.008)
O (-9.117, 0.719, -3.682)
C (-9.480, -0.577, -3.229)
N (-11.402, 2.446, -4.221)
H (-12.150, -0.060, -4.075)
H (-12.920, 0.535, -5.530)
H (-11.589, -0.616, -5.658)
H (-11.071, 1.849, -6.181)
H (-8.900, 1.884, -5.297)
H (-9.242, 0.200, -5.681)
H (-9.418, -1.313, -4.035)
H (-10.483, -0.582, -2.801)
H (-8.783, -0.857, -2.439)
H (-10.836, 3.281, -4.351)
H (-11.164, 2.120, -3.288)
C (5.718, -6.529, 2.140)
C (6.619, -5.297, 2.127)
C (8.026, -5.539, 2.687)
O (8.103, -5.642, 4.092)
C (7.734, -6.897, 4.634)
N (5.933, -4.197, 2.817)
H (5.307, -6.725, 3.130)
H (4.871, -6.380, 1.468)
H (6.256, -7.418, 1.809)
H (6.748, -5.002, 1.082)
H (8.642, -4.673, 2.429)
H (8.494, -6.414, 2.214)
H (8.042, -7.720, 3.983)
H (6.659, -6.956, 4.817)
H (8.243, -7.000, 5.592)
H (6.473, -3.345, 2.706)
H (5.976, -4.397, 3.813)
C (6.484, 1.463, 2.836)
C (7.500, 0.368, 3.152)
C (8.902, 0.624, 2.584)
O (9.029, 0.414, 1.192)
C (8.557, 1.462, 0.369)
N (6.955, -0.919, 2.708)
H (6.106, 1.385, 1.816)
H (5.626, 1.379, 3.503)
H (6.917, 2.456, 2.968)
H (7.608, 0.329, 4.240)
H (9.586, -0.092, 3.045)
H (9.259, 1.627, 2.854)
H (8.747, 2.441, 0.819)
H (7.490, 1.356, 0.156)
H (9.095, 1.402, -0.576)
H (7.581, -1.658, 3.020)
H (7.023, -0.942, 1.692)
C (2.922, 3.950, -3.376)
C (1.708, 4.844, -3.143)
C (1.446, 5.862, -4.261)
O (2.321, 6.966, -4.278)
C (3.589, 6.736, -4.865)
N (1.841, 5.493, -1.832)
H (3.857, 4.461, -3.151)
H (2.873, 3.075, -2.724)
H (2.962, 3.598, -4.408)
H (0.828, 4.193, -3.103)
H (0.451, 6.286, -4.100)
H (1.429, 5.371, -5.243)
H (3.518, 6.052, -5.716)
H (4.305, 6.345, -4.138)
H (3.963, 7.695, -5.219)
H (0.981, 5.997, -1.627)
H (2.539, 6.228, -1.918)

Kohn-Sham gap ... 8.28 eV
Total energy ... -231207.8605 eV
Charge ... +1
HOMO ... -10.58 eV

3.
Entry from the OMol25 dataset: 2 unconnected molecules or ions with the total composition C6H8N3OP (the ωB97M-V functional and the def2-TZVPD basis).

Element x y z (Å)
C (-2.126, 1.614, 0.287)
C (-2.911, 0.580, -0.326)
C (-0.756, 1.391, 0.523)
C (-2.310, -0.616, -0.648)
C (-0.221, 0.130, 0.073)
C (2.408, 1.122, -0.257)
N (-1.008, -0.863, -0.414)
N (3.475, 0.495, -0.072)
N (1.063, -0.232, 0.442)
O (2.037, 2.134, -0.690)
P (1.646, -1.845, -0.012)
H (-2.634, 2.617, 0.568)
H (-3.908, 1.029, -0.520)
H (-0.178, 2.176, 0.945)
H (-2.831, -1.573, -1.015)
H (3.485, -0.537, 0.335)
H (4.282, 0.895, -0.474)
H (0.346, -2.172, -0.587)
H (1.636, -2.422, 1.282)

Energy relative to the best compared isomer or geometry (same formula, charge and spin) ... 2.305 eV
Kohn-Sham gap ... 8.37 eV
Total energy ... -22155.5761 eV
HOMO ... -7.83 eV

4.
Entry from the OMol25 dataset: a molecular structure, C28H45ClN7O2Y (the ωB97M-V functional and the def2-TZVPD basis).

Element x y z (Å)
Y (0.467, 0.458, -0.026)
O (0.186, 0.197, 2.260)
C (0.473, -1.069, 2.931)
C (0.598, -2.145, 1.888)
C (0.768, -3.461, 2.280)
C (0.894, -4.445, 1.312)
C (0.850, -4.086, -0.033)
C (0.683, -2.760, -0.348)
N (0.560, -1.785, 0.587)
H (-0.299, 0.789, 2.852)
H (-0.334, -1.290, 3.629)
H (1.401, -0.956, 3.491)
H (0.793, -3.715, 3.333)
H (1.020, -5.481, 1.601)
H (0.937, -4.827, -0.816)
H (0.630, -2.453, -1.389)
N (2.463, 4.584, -3.069)
C (2.225, 3.171, -2.568)
C (1.625, 2.352, -3.705)
C (1.500, 0.860, -3.389)
N (0.310, 0.577, -2.485)
C (2.797, 0.282, -2.828)
C (3.481, 1.095, -1.731)
N (2.858, 0.848, -0.363)
C (3.545, 2.587, -2.076)
H (1.576, 5.082, -3.222)
H (2.994, 4.599, -3.947)
H (2.986, 5.147, -2.390)
H (1.508, 3.308, -1.752)
H (2.285, 2.423, -4.577)
H (0.661, 2.760, -4.021)
H (1.292, 0.359, -4.334)
H (-0.059, -0.323, -2.802)
H (-0.435, 1.224, -2.755)
H (3.504, 0.219, -3.660)
H (2.660, -0.759, -2.515)
H (4.512, 0.751, -1.654)
H (3.277, 1.520, 0.284)
H (3.256, -0.041, -0.044)
H (4.290, 2.679, -2.873)
H (3.940, 3.159, -1.231)
C (0.166, 6.029, -1.417)
C (-0.749, 7.023, -0.663)
C (-0.753, 8.298, -1.518)
C (-0.094, 7.328, 0.684)
C (-2.207, 6.458, -0.508)
O (-2.441, 5.673, -1.684)
C (-3.307, 7.544, -0.453)
C (-3.399, 8.539, 0.718)
C (-3.692, 7.891, 2.049)
C (-2.792, 7.952, 3.107)
C (-3.019, 7.253, 4.286)
C (-4.169, 6.490, 4.408)
Cl (-4.440, 5.576, 5.854)
C (-5.121, 6.471, 3.397)
C (-4.876, 7.175, 2.229)
C (-2.419, 5.517, 0.713)
N (-2.048, 4.112, 0.437)
C (-0.912, 3.482, 0.625)
N (-1.025, 2.200, 0.212)
C (-2.350, 2.140, -0.196)
N (-2.972, 3.269, -0.073)
H (1.155, 6.500, -1.446)
H (-0.216, 5.855, -2.428)
H (0.268, 5.070, -0.900)
H (0.274, 8.610, -1.716)
H (-1.240, 9.130, -1.014)
H (-1.251, 8.138, -2.476)
H (0.831, 7.887, 0.535)
H (0.164, 6.424, 1.248)
H (-0.738, 7.927, 1.320)
H (-3.355, 5.794, -1.970)
H (-4.259, 7.002, -0.494)
H (-3.240, 8.101, -1.387)
H (-4.209, 9.225, 0.459)
H (-2.504, 9.157, 0.786)
H (-1.909, 8.578, 3.037)
H (-2.325, 7.320, 5.113)
H (-6.047, 5.930, 3.535)
H (-5.632, 7.173, 1.451)
H (-3.478, 5.455, 0.951)
H (-1.910, 5.823, 1.623)
H (-0.045, 3.954, 1.060)
H (-2.840, 1.251, -0.568)

Kohn-Sham gap ... 4.16 eV
Total energy ... -57823.5271 eV
Charge ... +4
HOMO ... -15.97 eV

5.
Entry from the OMol25 dataset: C5H10O in the gas phase (the ωB97M-V functional and the def2-TZVPD basis).

Element x y z (Å)
C (2.107, 0.553, -0.741)
C (0.800, 0.850, -0.003)
C (0.243, -0.293, 0.837)
O (-0.821, 0.085, 1.709)
C (-1.100, -0.885, 0.703)
C (-2.134, -0.530, -0.334)
H (2.886, 0.205, -0.051)
H (2.477, 1.472, -1.211)
H (1.987, -0.196, -1.530)
H (0.989, 1.702, 0.666)
H (0.042, 1.188, -0.718)
H (1.003, -0.934, 1.305)
H (-1.248, -1.884, 1.125)
H (-1.925, 0.428, -0.815)
H (-3.106, -0.455, 0.164)
H (-2.202, -1.308, -1.105)

Energy relative to the best compared isomer or geometry (same formula, charge and spin) ... 1.182 eV
Kohn-Sham gap ... 11.14 eV
SMILES ... CC[C@H]1O[C@H]1C
Total energy ... -7393.5829 eV
HOMO ... -10.00 eV

6.
Entry from the OMol25 dataset: a molecular structure, C33H59Al2BF20KN5O12PS3 (the ωB97M-V functional and the def2-TZVPD basis).

Element x y z (Å)
C (0.605, 5.631, 0.120)
C (0.337, 5.185, -1.414)
P (0.866, 3.392, -1.780)
C (1.115, 3.313, -3.652)
C (-0.682, 2.354, -1.295)
C (-0.655, 1.188, -0.290)
C (-2.036, 0.463, 0.007)
C (-2.008, -0.782, 1.032)
N (-0.894, -1.687, 0.540)
C (-3.359, 0.936, -0.664)
C (-4.816, 0.278, -0.378)
C (-5.876, 1.484, -0.546)
O (-7.207, 1.165, -0.079)
C (-7.917, 2.437, 0.031)
C (-8.286, 3.082, -1.388)
F (-9.407, 3.950, -1.303)
F (-8.470, 2.019, -2.316)
F (-7.222, 3.891, -1.945)
C (-3.223, 2.133, -1.677)
N (-1.938, 2.775, -1.941)
H (0.013, 6.618, 0.275)
H (1.731, 5.749, 0.330)
H (0.123, 4.855, 0.855)
H (-0.818, 5.207, -1.543)
H (0.734, 5.948, -2.179)
H (2.083, 3.786, -4.028)
H (0.970, 2.240, -4.059)
H (0.250, 3.926, -4.134)
H (0.323, 0.883, 0.209)
H (-2.962, -1.428, 0.971)
H (-1.843, -0.441, 2.111)
H (-0.992, -1.841, -0.483)
H (0.026, -1.272, 0.765)
H (-4.855, -0.077, 0.717)
H (-5.040, -0.596, -1.083)
H (-5.429, 2.388, 0.025)
H (-5.944, 1.692, -1.682)
H (-8.920, 2.277, 0.586)
H (-7.337, 3.209, 0.657)
H (-4.114, 2.562, -2.262)
H (-1.925, 3.571, -2.611)
C (6.899, 0.400, -1.863)
F (7.462, 1.216, -2.772)
F (6.582, -0.744, -2.513)
F (7.868, 0.073, -0.984)
S (5.450, 1.149, -1.045)
O (4.513, 1.405, -2.126)
O (5.964, 2.336, -0.393)
N (5.107, -0.080, -0.093)
S (3.864, 0.203, 0.830)
O (2.566, 0.279, 0.168)
O (4.058, 1.164, 1.903)
C (3.823, -1.407, 1.682)
F (4.948, -1.668, 2.360)
F (3.657, -2.438, 0.837)
F (2.796, -1.475, 2.588)
C (0.083, 7.082, -4.945)
O (-0.278, 5.782, -4.488)
H (1.004, 7.388, -4.448)
H (0.246, 7.060, -6.025)
H (-0.712, 7.792, -4.703)
H (-1.094, 5.537, -4.944)
K (-1.058, 7.273, 1.785)
B (6.946, 4.402, 2.110)
F (7.468, 3.081, 1.881)
F (7.499, 4.927, 3.324)
F (7.303, 5.254, 1.016)
F (5.517, 4.340, 2.223)
C (0.138, -9.390, 2.311)
C (0.050, -7.876, 2.205)
C (-0.285, -7.377, 0.802)
C (0.675, -7.668, -0.345)
N (2.080, -7.060, -0.289)
C (3.066, -7.822, 0.597)
C (3.387, -9.094, -0.167)
C (3.303, -8.721, -1.636)
C (2.726, -7.315, -1.686)
C (2.079, -5.541, -0.064)
C (2.098, -5.059, 1.392)
C (0.819, -4.348, 1.847)
H (0.869, -9.810, 1.614)
H (0.441, -9.675, 3.321)
H (-0.833, -9.844, 2.108)
H (0.967, -7.420, 2.585)
H (-0.740, -7.536, 2.883)
H (-0.500, -6.307, 0.825)
H (-1.244, -7.835, 0.524)
H (0.217, -7.263, -1.252)
H (0.777, -8.744, -0.498)
H (3.957, -7.200, 0.702)
H (2.637, -8.019, 1.576)
H (2.659, -9.878, 0.061)
H (4.368, -9.489, 0.107)
H (2.669, -9.427, -2.181)
H (4.287, -8.747, -2.113)
H (1.980, -7.165, -2.467)
H (3.538, -6.596, -1.820)
H (1.252, -5.130, -0.650)
H (3.005, -5.172, -0.515)
H (2.892, -4.310, 1.459)
H (2.377, -5.829, 2.107)
H (0.278, -3.902, 1.010)
H (1.062, -3.548, 2.553)
H (0.150, -5.028, 2.375)
F (-4.983, -12.017, 2.032)
Al (-4.369, -10.581, 2.872)
F (-3.185, -11.073, 4.101)
F (-5.715, -9.729, 3.655)
F (-3.583, -9.498, 1.698)
Al (1.841, -0.034, 3.491)
C (-4.734, 10.940, -1.629)
C (-3.937, 9.688, -1.402)
O (-3.462, 9.398, -0.305)
N (-3.747, 8.859, -2.466)
C (-4.224, 9.029, -3.823)
H (-4.804, 11.500, -0.699)
H (-4.241, 11.568, -2.375)
H (-5.745, 10.686, -1.957)
H (-3.204, 8.037, -2.245)
H (-4.853, 8.172, -4.076)
H (-3.359, 9.047, -4.491)
H (-4.796, 9.945, -3.948)
C (-2.721, 12.592, 2.026)
C (-2.645, 13.022, 0.555)
O (-3.727, 13.387, 0.059)
O (-1.506, 12.948, 0.055)
H (-3.738, 12.677, 2.411)
H (-2.397, 11.554, 2.124)
H (-2.068, 13.226, 2.629)
C (5.235, -7.431, 5.165)
F (4.817, -8.703, 4.975)
F (4.891, -7.106, 6.431)
F (6.586, -7.471, 5.141)
S (4.533, -6.254, 3.910)
O (3.084, -6.334, 4.071)
O (4.995, -6.745, 2.614)
O (5.078, -4.945, 4.255)

Kohn-Sham gap ... 0.77 eV
Total energy ... -193525.1113 eV
Charge ... +1
HOMO ... -11.03 eV